Entry 1:
Computed, not measured: a molecular structure, C24H26Cl2GdNO3 in a non-equilibrium geometry, with the ωB97M-V functional and the def2-TZVPD basis.

## Properties
<S²> ... 16.02
Frontier orbital gap (alpha / beta) ... 8.06 / 5.78 eV
LUMO energy (alpha / beta) ... 0.102 / -2.324 eV
Multiplicity ... 8

Each line ends with the Mulliken charge.
Atoms and positions in Å:
C1 2.069 -0.217 2.924  -0.42
C2 2.554 -0.761 1.700  -0.92
C3 2.455 0.243 0.691  -0.26
H1 2.905 -1.798 1.538  0.47
C4 1.906 1.430 1.293  -0.48
C5 1.668 1.142 2.676  -0.44
H2 1.604 2.354 0.766  0.39
C6 -0.970 -1.731 2.870  -0.61
C7 0.074 -2.474 2.241  -0.76
C8 -0.218 -2.572 0.847  -0.52
H3 0.976 -2.875 2.731  0.64
C9 -1.472 -1.898 0.602  -0.05
C10 -1.928 -1.380 1.875  -0.80
H4 2.704 0.117 -0.383  0.42
H5 1.179 1.818 3.399  0.72
H6 1.964 -0.745 3.888  0.47
H7 -2.819 -0.746 2.013  0.33
H8 0.418 -3.039 0.068  0.41
H9 -1.018 -1.423 3.925  0.69
Gd1 0.099 -0.126 1.397  0.49
C11 -2.215 -1.756 -0.706  2.72
C12 -3.582 -2.373 -0.525  -1.93
C13 -1.453 -2.444 -1.832  -2.21
H10 -3.494 -3.366 -0.061  0.41
H11 -4.070 -2.492 -1.502  0.50
H12 -4.231 -1.754 0.111  0.34
H13 -1.515 -3.535 -1.711  0.48
H14 -0.392 -2.154 -1.869  0.29
H15 -1.919 -2.180 -2.793  0.39
C14 -2.392 -0.244 -1.039  -1.23
C15 -1.120 0.465 -1.404  0.34
H16 -2.844 0.289 -0.171  0.24
H17 -3.115 -0.162 -1.878  0.43
O1 -0.074 0.330 -0.705  -0.12
N1 -1.066 1.231 -2.463  -0.05
C16 -0.017 2.286 -2.694  -1.30
H18 -1.585 0.916 -3.250  0.35
C17 1.334 1.756 -3.005  0.96
C18 2.496 2.392 -2.521  -0.35
H19 2.416 3.285 -1.889  0.34
C19 3.755 1.897 -2.840  -0.57
H20 4.644 2.404 -2.460  0.37
C20 3.884 0.763 -3.654  -0.47
H21 4.872 0.379 -3.906  0.39
C21 2.741 0.136 -4.141  -0.71
H22 2.820 -0.745 -4.778  0.39
C22 1.472 0.639 -3.823  -0.14
H23 0.580 0.146 -4.212  0.31
H24 -0.007 2.959 -1.835  0.36
H25 -0.418 2.855 -3.548  0.38
Cl1 -0.057 0.396 5.237  -0.16
C23 -1.285 1.679 4.873  -0.05
Cl2 -0.727 3.171 5.605  -0.14
C24 -1.692 1.982 3.314  0.36
O2 -2.534 2.846 3.296  -0.61
O3 -1.163 1.351 2.349  -0.50
H26 -2.198 1.335 5.369  0.39

Entry 2:
Computed, not measured: a molecular structure, C24H26CrN9O2Se, with the ωB97M-V functional and the def2-TZVPD basis.

## Properties
<S²> ... 0.84
Frontier orbital gap (alpha / beta) ... 5.48 / 5.98 eV
LUMO energy (alpha / beta) ... -0.329 / -0.328 eV
Multiplicity ... 2

Each line ends with the Mulliken charge.
Atoms and positions in Å:
Cr1 -0.060 -1.329 0.930  -0.24
C1 -1.245 -2.096 -3.204  -1.73
C2 -0.131 -1.813 -4.003  -0.24
C3 1.009 -1.362 -3.394  -0.77
C4 1.070 -1.228 -1.982  0.24
N1 -0.030 -1.432 -1.230  1.09
C5 -1.139 -1.879 -1.848  -0.15
N2 2.306 -0.921 -1.501  -0.53
C6 2.646 -0.924 -0.248  -0.28
N3 1.919 -1.153 0.877  0.38
C7 2.713 -0.865 1.971  -0.28
N4 2.421 -0.761 3.213  -0.41
C8 1.166 -0.932 3.766  0.10
C9 1.135 -0.830 5.169  -0.56
C10 -0.039 -1.018 5.851  -0.36
C11 -1.184 -1.327 5.122  -1.20
C12 -1.080 -1.412 3.755  -0.27
N5 0.053 -1.190 3.064  0.73
C13 4.090 -0.584 1.502  0.18
C14 5.256 -0.303 2.184  -0.19
C15 6.392 -0.053 1.423  -0.62
C16 6.347 -0.075 0.029  -0.65
C17 5.163 -0.350 -0.646  -0.14
C18 4.045 -0.607 0.122  0.40
H1 -2.151 -2.532 -3.607  0.55
H2 -0.153 -1.976 -5.075  0.37
H3 1.918 -1.163 -3.943  0.52
H4 -1.954 -2.136 -1.185  0.46
H5 2.067 -0.613 5.669  0.48
H6 -0.068 -0.944 6.931  0.40
H7 -2.133 -1.522 5.602  0.40
H8 -1.925 -1.731 3.159  0.63
H9 5.273 -0.280 3.265  0.53
H10 7.331 0.166 1.917  0.40
H11 7.250 0.127 -0.532  0.40
H12 5.108 -0.364 -1.726  0.54
N6 -2.033 -0.402 0.904  -0.51
C19 -2.033 0.749 -0.006  1.31
C20 -3.211 1.699 0.250  -1.24
C21 -3.187 3.127 -0.309  -0.60
C22 -2.940 3.342 -1.812  -0.87
N7 -3.307 2.223 -2.682  -0.18
C23 -2.444 1.415 -3.302  0.83
N8 -1.150 1.475 -3.066  -0.24
N9 -2.916 0.541 -4.219  -0.53
C24 -0.635 1.384 0.073  0.23
O1 -0.401 2.361 -0.674  -0.87
O2 0.171 0.819 0.842  -0.54
H13 -2.716 -1.111 0.662  0.39
H14 -2.234 -0.093 1.851  0.38
H15 -2.110 0.339 -1.014  -0.51
H16 -3.315 1.805 1.335  0.40
H17 -4.122 1.191 -0.083  0.36
H18 -2.423 3.703 0.211  0.33
H19 -4.149 3.574 -0.045  0.53
H20 -1.890 3.555 -1.980  0.36
H21 -3.505 4.210 -2.153  0.42
H22 -4.284 2.065 -2.859  0.24
H23 -0.792 1.910 -2.176  0.08
H24 -0.551 0.807 -3.533  0.17
H25 -3.910 0.468 -4.351  0.23
H26 -2.392 -0.317 -4.322  0.16
Se1 -0.904 -3.427 1.060  -0.52

Entry 3:
Computed, not measured: 5 unconnected molecules or ions with the total composition C24H26F32O8S, with the ωB97M-V functional and the def2-TZVPD basis.

## Properties
Frontier orbital gap ... 10.50 eV
LUMO energy ... 0.318 eV

Each line ends with the Mulliken charge.
Atoms and positions in Å:
C1 2.238 4.379 -5.348  -1.01
C2 2.016 5.815 -5.801  -0.34
C3 0.700 6.019 -6.547  -0.40
O1 -0.272 6.743 -5.798  -0.37
O2 -0.585 5.867 -4.683  0.00
S1 -1.698 6.532 -3.683  0.73
O3 -1.399 7.918 -3.450  -0.58
O4 -2.949 6.601 -4.705  -0.36
C4 -3.431 5.348 -5.203  -0.49
H1 1.473 4.068 -4.636  0.12
H2 3.210 4.263 -4.870  0.36
H3 2.201 3.688 -6.192  0.33
H4 2.839 6.135 -6.442  0.36
H5 2.010 6.486 -4.942  0.27
H6 0.265 5.067 -6.863  0.31
H7 0.810 6.657 -7.424  0.30
H8 -3.945 5.569 -6.132  0.30
H9 -4.127 4.907 -4.490  0.24
H10 -2.606 4.662 -5.398  0.19
C5 -1.646 1.990 -0.845  -0.93
C6 -1.134 2.282 -2.260  1.12
C7 -1.723 1.453 -3.407  -0.02
F1 -1.405 0.147 -3.272  -0.24
F2 -1.195 1.885 -4.578  -0.27
F3 0.208 2.243 -2.305  -0.29
F4 -1.533 3.564 -2.542  -0.25
O5 -0.819 1.143 -0.074  -0.35
C8 -1.028 -0.204 -0.001  0.75
C9 0.258 -0.976 -0.333  0.76
F5 0.659 -0.676 -1.586  -0.21
F6 -0.005 -2.299 -0.275  -0.27
F7 -2.053 -0.609 -0.773  -0.27
F8 -1.345 -0.515 1.280  -0.30
H11 -1.624 2.953 -0.336  0.40
H12 -2.677 1.641 -0.881  0.33
H13 -2.808 1.562 -3.447  0.29
H14 1.043 -0.719 0.378  -0.25
C10 5.690 -1.908 4.721  -0.80
C11 4.671 -2.807 5.429  0.99
C12 4.092 -3.991 4.643  0.03
F9 3.407 -3.557 3.568  -0.20
F10 3.233 -4.658 5.448  -0.23
F11 3.666 -2.071 5.943  -0.21
F12 5.347 -3.385 6.471  -0.35
O6 5.157 -0.712 4.184  -0.39
C13 4.750 -0.612 2.889  0.78
C14 3.309 -0.080 2.807  0.20
F13 2.469 -0.915 3.442  -0.21
F14 2.947 -0.025 1.501  -0.27
F15 4.876 -1.768 2.213  -0.29
F16 5.532 0.303 2.265  -0.30
H15 6.372 -1.585 5.505  0.38
H16 6.253 -2.478 3.983  0.34
H17 4.883 -4.673 4.324  0.30
H18 3.247 0.918 3.244  0.26
C15 1.090 -3.511 11.069  -0.74
C16 1.017 -2.007 11.360  0.91
C17 -0.352 -1.329 11.221  0.06
F17 -0.785 -1.396 9.946  -0.21
F18 -0.231 -0.026 11.558  -0.27
F19 1.937 -1.337 10.646  -0.27
F20 1.330 -1.879 12.689  -0.33
O7 1.545 -3.850 9.775  -0.37
C18 0.687 -4.095 8.744  0.80
C19 1.041 -3.237 7.520  0.59
F21 0.956 -1.930 7.838  -0.25
F22 0.150 -3.498 6.538  -0.29
F23 -0.602 -3.936 9.097  -0.30
F24 0.838 -5.390 8.366  -0.30
H19 1.853 -3.890 11.747  0.40
H20 0.143 -3.990 11.312  0.33
H21 -1.085 -1.801 11.880  0.29
H22 2.048 -3.471 7.176  -0.10
C20 -3.581 -0.665 -6.850  -0.84
C21 -4.115 -1.094 -5.479  0.87
C22 -3.302 -2.133 -4.692  0.27
F25 -3.281 -3.306 -5.358  -0.26
F26 -3.900 -2.333 -3.498  -0.26
F27 -5.399 -1.475 -5.559  -0.28
F28 -4.060 0.041 -4.699  -0.26
O8 -4.186 -1.305 -7.956  -0.42
C23 -3.649 -2.416 -8.536  0.83
C24 -4.692 -3.541 -8.641  0.19
F29 -5.132 -3.875 -7.413  -0.22
F30 -4.109 -4.623 -9.199  -0.25
F31 -2.537 -2.840 -7.912  -0.29
F32 -3.297 -2.100 -9.809  -0.31
H23 -3.858 0.384 -6.945  0.42
H24 -2.494 -0.738 -6.871  0.40
H25 -2.281 -1.784 -4.527  0.19
H26 -5.531 -3.215 -9.258  0.24

E_tot readings, ordered: -2896.65564, -5019.46530, -5125.83929 Ha